Entry 1:
This record from the OMol25 dataset describes 3 unconnected molecules or ions with the total composition C34H57BFN5O11PSSi. The level of theory is wB97M-V/def2-TZVPD.

Output
E_HOMO = -9.99 eV
E_LUMO = -0.0917 Ha
HOMO-LUMO gap = 7.4943 eV
Charge = +1

```
112
Properties=species:S:1:pos:R:3:forces:R:3
C -1.77116 -5.60924 1.07172 0.2 0.5 0.9
C -0.46467 -4.79879 1.04515 -0.6 -0.3 -0.3
O 0.13126 -4.88343 -0.24709 0.3 0.2 0.7
C 1.53449 -4.65776 -0.16341 -0.3 -0.1 -0.7
C 2.03182 -4.26570 -1.56182 0.7 0.4 0.9
C 2.14524 -2.74537 -1.73408 -0.4 0.2 0.0
C 0.82252 -2.08170 -2.14486 -0.2 -0.1 -0.7
C 0.90689 -0.52868 -2.12078 1.6 -1.3 -0.3
N -0.12373 0.10780 -1.25855 -0.8 -0.7 0.7
C -1.35107 0.63393 -1.94070 -0.7 1.0 -0.5
Si -2.08406 -0.35165 -3.41426 -1.1 -1.1 -1.7
C -2.33191 -2.20693 -3.02595 0.8 0.5 0.0
C -3.85681 0.20025 -3.85075 0.5 0.3 1.1
C -1.08741 -0.10088 -5.03320 -0.1 0.6 1.0
C -1.12363 2.14811 -2.13595 0.0 -0.5 -0.4
C -2.14878 2.81579 -3.09396 2.5 -0.6 -0.9
O -3.23203 2.98233 -2.75095 -4.1 0.3 1.4
N -1.79216 3.17017 -4.46030 -0.1 1.2 0.6
C -0.56394 3.84176 -4.58590 -1.6 -0.6 -0.1
O 0.42749 3.27890 -4.77490 3.7 -1.8 -0.8
F -0.53128 5.13854 -4.48378 -1.2 1.1 0.4
N -1.29840 2.78241 -0.81948 1.7 0.8 -0.9
S -0.90801 4.45607 -1.09139 -0.2 0.4 0.0
C -0.56287 2.11817 0.29585 0.1 -2.0 0.8
C 0.15426 3.11577 1.21683 0.2 -0.4 0.8
O -0.79270 3.95243 1.85101 0.6 0.1 -0.5
C -0.16639 5.13679 2.35339 -0.4 0.5 0.9
C -0.60482 5.38023 3.79941 -0.1 -0.3 -0.1
P -1.93204 1.37412 1.43589 -2.1 1.3 0.0
C -1.32283 1.21999 3.17917 1.1 -0.8 -0.1
O -2.16125 -0.24844 1.01377 0.8 0.4 0.0
C 0.46344 1.03508 -0.20104 0.8 1.7 1.0
O 1.59307 1.75166 -0.67633 -0.1 -0.5 -0.8
B 1.10711 0.13217 1.00103 1.0 0.5 1.2
O 0.52328 -1.00076 1.46675 -0.1 -0.5 -1.2
C 2.48315 0.57273 1.67649 -0.2 -0.8 -0.4
C 3.65339 -0.12568 0.90616 -0.4 0.3 0.3
H -1.77407 -6.42120 0.34613 0.0 0.2 -0.1
H -1.84764 -6.05459 2.07060 -0.2 0.0 -0.2
H -2.63740 -4.95185 0.96970 0.0 -0.2 -0.3
H 0.20499 -5.18005 1.82836 0.1 0.0 -0.3
H -0.65718 -3.73476 1.26430 0.0 -0.2 0.1
H 1.75349 -3.86640 0.57365 0.0 0.0 -0.2
H 2.04407 -5.56482 0.19461 -0.2 0.0 0.0
H 3.04968 -4.66139 -1.64235 -0.2 -0.1 -0.3
H 1.38269 -4.70341 -2.32429 0.2 -0.1 0.1
H 2.92112 -2.52432 -2.47475 -0.1 0.2 0.1
H 2.46519 -2.28240 -0.79137 0.2 -0.2 -0.1
H 0.01070 -2.47810 -1.52055 0.1 0.2 0.0
H 0.61183 -2.40343 -3.17165 -0.2 0.0 0.2
H 0.96852 -0.10203 -3.12201 -0.6 0.2 0.2
H 1.92382 -0.38448 -1.74061 -0.4 0.8 0.4
H -0.49596 -0.66962 -0.68942 0.1 0.1 0.1
H -2.19596 0.60879 -1.23124 0.4 -0.3 0.1
H -3.33112 -2.54673 -3.30314 0.0 0.2 0.2
H -2.12506 -2.44551 -1.97829 -0.2 -0.2 -0.2
H -1.62938 -2.75545 -3.66386 -0.1 -0.1 0.3
H -4.35032 -0.61299 -4.38787 0.3 0.2 -0.2
H -4.42424 0.32205 -2.91638 0.0 0.1 -0.2
H -3.89864 1.14894 -4.38869 -0.2 -0.2 -0.1
H -1.72418 0.38463 -5.78064 0.0 -0.4 0.0
H -0.30766 0.64108 -4.80529 0.2 -0.4 -0.4
H -0.67522 -1.02998 -5.42821 0.1 0.2 0.0
H -0.12680 2.29082 -2.59328 0.0 0.0 0.3
H -1.85944 2.38707 -5.09921 0.2 0.0 0.1
H 0.18153 4.38885 -1.92471 -0.2 -0.3 0.4
H 0.66795 2.59363 2.04080 0.0 -0.4 -0.5
H 0.95355 3.67035 0.71296 -0.4 0.2 -0.2
H 0.92669 5.05180 2.37350 -0.1 -0.1 -0.4
H -0.46364 5.97679 1.71660 0.2 -0.1 0.0
H -0.14249 4.63883 4.46041 -0.1 0.1 -0.1
H -0.29207 6.36751 4.14885 -0.1 -0.1 -0.1
H -1.69023 5.28804 3.89237 0.1 0.1 0.0
H -0.67666 0.33664 3.30086 -0.1 0.2 0.0
H -2.18728 1.07506 3.82775 -0.1 0.1 -0.3
H -0.77361 2.08006 3.56472 -0.2 0.1 -0.3
H -2.41737 -0.73323 1.81366 0.0 0.0 -0.2
H 1.33200 2.59163 -1.07926 0.0 -0.2 0.0
H 1.15632 -1.58647 1.90695 -0.2 0.3 0.3
H 2.61540 1.65409 1.71251 0.2 -0.1 -0.1
H 2.51806 0.17950 2.70230 -0.1 0.3 0.0
H 3.66010 -1.20953 1.06427 -0.1 0.1 0.1
H 3.55425 0.02669 -0.17241 0.4 0.2 0.1
H 4.59742 0.26496 1.29256 0.0 -0.1 -0.4
C -8.40313 2.10535 5.52022 0.0 0.0 0.0
C -7.57564 3.01710 4.87772 -0.1 -0.1 0.1
C -6.45593 2.57475 4.19310 0.1 0.3 -0.1
C -6.18093 1.21786 4.15756 -0.3 0.1 0.1
C -6.99347 0.29818 4.79948 0.0 -0.3 0.0
C -8.10994 0.74830 5.48443 0.0 0.1 0.0
N -5.00944 0.74475 3.41333 0.0 0.0 -0.1
O -4.29806 1.57570 2.87351 -0.5 -0.3 0.4
O -4.80430 -0.45846 3.36914 0.1 0.2 0.0
H -9.28065 2.45367 6.05005 0.0 0.0 0.0
H -7.80603 4.07355 4.90847 0.0 0.0 0.0
H -5.81441 3.28731 3.69399 0.1 -0.1 -0.1
H -6.77040 -0.75893 4.77130 0.1 0.1 -0.1
H -8.75490 0.04096 5.98816 0.0 0.0 0.0
C 9.98316 -2.23593 -0.54824 0.0 0.0 0.0
C 9.51004 -1.39159 -1.54410 0.0 -0.1 0.1
C 8.15062 -1.31045 -1.79667 0.0 0.2 -0.2
C 7.27832 -2.07682 -1.04182 0.3 0.0 0.1
C 7.73696 -2.92822 -0.05041 -0.1 -0.2 0.2
C 9.09796 -3.00614 0.19466 0.1 0.1 -0.1
N 5.83571 -1.97540 -1.29050 -0.1 0.0 -0.1
O 5.46106 -1.23242 -2.18091 0.0 -0.1 0.2
O 5.08654 -2.63635 -0.58963 0.2 0.1 -0.1
H 11.04586 -2.29333 -0.34968 0.0 0.0 0.0
H 10.20211 -0.79408 -2.12213 0.0 0.0 0.0
H 7.78659 -0.65226 -2.57270 -0.1 -0.1 0.1
H 7.05126 -3.52719 0.53182 -0.1 0.1 -0.1
H 9.46981 -3.66515 0.96768 0.0 0.0 0.0
```
Positions in Å, forces in eV/Å.


Entry 2:
This record from the OMol25 dataset describes a single C2H4ClIS molecule. The level of theory is wB97M-V/def2-TZVPD.

Output
E_HOMO (spin up / spin down) = -6.28 / -9.75 eV
E_LUMO (spin up / spin down) = 0.0036 / -0.0963 Ha
Multiplicity = 3
HOMO-LUMO gap (spin up / spin down) = 6.3796 / 7.1243 eV

```
9
Properties=species:S:1:pos:R:3:forces:R:3
C -0.08532 -0.35362 0.77461 -0.1 -2.1 -0.2
C 0.58415 0.21417 -0.52057 0.3 0.5 1.4
S -1.95108 -0.74189 0.28957 2.7 -4.1 3.9
Cl -2.27481 0.88630 -0.86301 -1.0 4.4 -3.1
I 2.77294 0.17894 -0.34174 -0.8 -0.2 -0.1
H 0.44885 -1.40125 1.01129 -1.5 2.3 -0.4
H -0.13312 0.25129 1.74339 0.3 -0.5 -1.7
H 0.41314 1.26657 -0.69003 -0.2 0.1 0.2
H 0.22526 -0.30050 -1.40351 0.5 -0.4 0.0
```
Positions in Å, forces in eV/Å.


Entry 3:
This record from the OMol25 dataset describes a molecular structure, BrH14O7. The level of theory is wB97M-V/def2-TZVPD.

Output
E_HOMO = -6.15 eV
E_LUMO = 0.1259 Ha
HOMO-LUMO gap = 9.5758 eV
ΔE to the lowest compared entry with this formula, charge and spin = 8.574 eV
Charge = -1

```
22
Properties=species:S:1:pos:R:3:forces:R:3
Br -11.88538 -16.57856 -12.73340 -7.3 -2.1 -8.7
O -11.06738 -15.38419 -10.75866 2.0 1.9 5.2
H -11.48442 -15.88411 -11.46038 0.3 0.8 2.3
H -11.36109 -15.81010 -9.95333 0.0 -0.1 0.4
O -10.12171 -16.59565 -14.91190 0.6 0.3 -1.8
H -10.35720 -17.38709 -15.39605 0.0 -0.2 0.0
H -10.65410 -16.63309 -14.11728 0.5 0.0 -1.1
O -11.18236 -19.25907 -13.65744 0.6 -1.3 -0.8
H -11.91671 -19.35889 -14.26325 -0.2 0.0 0.0
H -11.28821 -18.37955 -13.29487 0.0 -0.3 0.1
O -9.42333 -16.75441 -12.47635 4.2 -0.7 0.9
H -10.35445 -16.55910 -12.58167 3.1 0.2 0.6
H -9.16686 -16.28111 -11.68488 0.1 0.1 0.2
O -11.74533 -13.86859 -12.43253 -0.3 3.2 -0.9
H -11.79422 -13.99012 -11.48434 0.3 0.0 0.2
H -11.68725 -14.75639 -12.78559 0.3 0.8 -0.4
O -14.11530 -15.02728 -12.66595 -2.5 0.6 0.1
H -13.49043 -15.75228 -12.65451 -1.0 0.3 0.0
H -13.57008 -14.24089 -12.68924 0.4 0.3 0.0
O -12.42367 -18.50715 -11.21652 -1.0 -2.5 2.3
H -12.18964 -17.63599 -11.53674 -0.4 -1.1 1.5
H -11.64379 -18.80919 -10.75090 0.2 -0.3 0.1
```
Positions in Å, forces in eV/Å.


Entry 4:
This record from the OMol25 dataset describes 2 unconnected molecules or ions with the total composition C7H9N3O2. The level of theory is wB97M-V/def2-TZVPD.

Output
E_HOMO = -8.62 eV
E_LUMO = 0.0223 Ha
SMILES string = [H]/N=C(\C#C)NC.Oc1ccno1
HOMO-LUMO gap = 9.2287 eV
ΔE to the lowest compared entry with this formula, charge and spin = 4.877 eV

```
21
Properties=species:S:1:pos:R:3:forces:R:3
H 0.02734 -0.46194 -0.70497 -0.9 -0.6 0.1
N -0.76112 -1.06922 -0.44615 0.7 0.3 -0.2
C -1.77123 -0.36354 -0.17895 -1.1 0.6 0.3
C -1.79851 1.10195 -0.23189 0.1 0.1 -0.1
C -1.76506 2.30223 -0.29288 0.0 0.4 0.0
N -2.95185 -0.94336 0.19396 0.0 -0.3 0.0
C -4.17164 -0.24861 0.52367 -0.4 0.1 0.1
H -1.72828 3.38585 -0.33283 -0.1 -0.8 0.0
H -2.92519 -1.95425 0.22886 0.0 0.3 0.0
H -4.93368 -0.99856 0.78154 0.3 0.3 -0.1
H -4.54869 0.34882 -0.32130 0.1 -0.2 0.2
H -4.04797 0.41916 1.38971 0.0 -0.2 -0.2
O 2.61196 1.83865 0.46074 0.0 0.2 -0.1
C 2.43549 0.53946 0.26868 0.1 -0.8 0.4
C 2.69100 -0.53807 1.06619 0.0 0.5 0.0
C 2.27276 -1.61898 0.24756 0.2 -0.6 0.2
N 1.82416 -1.24425 -0.91238 0.9 -0.5 -0.1
O 1.92663 0.15325 -0.90080 0.3 0.4 -0.1
H 2.31268 2.30107 -0.33404 0.0 0.1 0.1
H 3.10442 -0.53272 2.06723 -0.1 -0.1 -0.3
H 2.29541 -2.69153 0.48390 -0.1 0.7 -0.2
```
Positions in Å, forces in eV/Å.


| no. | molecular weight (g/mol) |
| --- | --- |
| 1 | 832.79 |
| 2 | 222.48 |
| 3 | 206.01 |
| 4 | 167.17 |